[1]
The following is a DFT calculation (wB97M-V/def2-TZVPD) of a cluster of 2 separate species, C6H8F3N2O3 in total at a distorted geometry.

## Properties
E_LUMO (alpha / beta), Eh: -0.25465 / -0.23610
Energy above the lowest of the compared OMol25 structures with the same formula, charge and spin, kcal per mole: 117.2
Spin multiplicity: 1
Kohn-Sham gap (alpha / beta), eV: 6.27 / 7.85
E_tot, Eh: -867.57668
Net charge: +1
HOMO level (alpha / beta), eV: -13.201 / -14.279

Last column: Löwdin charge in e.
Geometry (Å):
C  -2.2495  -1.5804  -0.5891  -0.126
C  -2.6388  -0.0846  -0.5793  -0.197
C  -0.8589  -1.4253  0.2610  -0.101
C  -1.3217  0.6525  -0.9018  -0.158
C  -0.3174  -0.1864  -0.2720  0.231
C  2.8811  -0.6491  0.2358  -0.695
N  2.0214  2.9017  1.0965  -0.316
N  2.5414  0.7577  0.3228  0.093
O  2.0719  3.0490  -0.0514  0.209
O  1.8042  3.4211  2.0722  0.267
O  2.5251  1.3342  1.4573  0.031
F  2.1814  -1.4317  1.0627  0.149
F  4.1011  -0.9411  0.4955  0.232
F  2.6368  -0.9116  -1.0857  0.119
H  -3.0553  -2.1498  -0.2313  0.097
H  -2.0525  -2.0690  -1.5687  0.135
H  -3.4788  0.0289  -1.3592  0.146
H  -3.1071  0.1738  0.4993  0.176
H  -1.0890  -0.9947  1.2251  0.154
H  -0.3325  -2.4152  0.4020  0.160
H  -1.1129  0.7882  -2.0657  0.212
H  -1.1500  1.7317  -0.4259  0.183



[2]
The following is a DFT calculation (wB97M-V/def2-TZVPD) of a structure of composition C15H21N3O3Ti at a distorted geometry.

## Properties
E_LUMO (alpha / beta), Eh: 0.11155 / 0.11149
Energy above the lowest of the compared OMol25 structures with the same formula, charge and spin, kcal per mole: 0.0
Spin multiplicity: 2
Kohn-Sham gap (alpha / beta), eV: 5.41 / 7.02
E_tot, Eh: -1823.72753
Net charge: -1
HOMO level (alpha / beta), eV: -2.376 / -3.989

Last column: Löwdin charge in e.
Geometry (Å):
C  -0.1703  2.0901  -1.1092  -0.204
C  -0.6415  1.1098  -2.0281  -0.205
C  0.4512  0.2592  -2.3601  -0.201
C  1.5929  0.7050  -1.6387  -0.207
C  1.2087  1.8356  -0.8609  -0.196
Ti  0.0000  0.0000  0.0000  0.825
N  -0.2316  0.5034  1.7686  -0.195
C  -1.7008  0.1605  1.7278  -0.382
C  -2.0406  -0.3771  0.3150  -0.260
H  0.4075  -0.6079  -3.0220  0.100
H  -1.6592  1.0229  -2.4093  0.098
H  2.5816  0.2436  -1.6498  0.094
H  1.8530  2.3952  -0.1798  0.099
H  -0.7709  2.8713  -0.6394  0.101
H  -2.8217  0.2112  -0.1877  0.020
H  -1.9213  -0.5934  2.5108  0.078
H  0.0404  1.0220  2.6041  0.059
H  -2.2848  -1.4500  0.3052  0.014
H  -2.2960  1.0699  1.9430  0.080
C  4.8633  -2.8254  -1.1509  -0.103
C  4.3443  -3.1169  0.2563  -0.161
C  2.8380  -3.5110  0.4627  -0.263
C  2.4082  -4.8752  -0.1833  -0.159
C  2.2536  -4.9759  -1.7029  -0.104
C  2.7048  -3.7418  1.9542  -0.439
O  3.3661  -4.6206  2.4939  0.045
N  1.8612  -3.0151  2.7071  0.202
C  1.0958  -2.0133  2.2127  -0.529
O  0.3664  -1.4583  3.0117  0.026
N  1.1259  -1.6461  0.8756  0.093
C  1.9130  -2.3589  0.0136  -0.434
O  1.8915  -2.0642  -1.1670  0.016
H  4.8946  -3.7343  -1.7704  0.058
H  5.9169  -2.4820  -1.0694  0.073
H  4.2886  -2.0219  -1.6483  0.072
H  5.0007  -3.9119  0.6766  0.120
H  4.5258  -2.1928  0.8521  0.130
H  3.1148  -5.6713  0.1423  0.122
H  1.4042  -5.1363  0.2247  0.130
H  3.1947  -4.8248  -2.2468  0.054
H  1.9095  -6.0033  -1.9490  0.073
H  1.4829  -4.2760  -2.0783  0.076
H  1.7987  -3.2326  3.7161  0.184